Version one
Entry from the OMol25 dataset: a 2-piece molecular cluster, C6H12N2 overall (wB97M-V/def2-TZVPD).

Calculated values
* HOMO: -8.556 eV
* total charge: 0
* gap between HOMO and LUMO: 9.4 eV
* structure (SMILES): Cc1c[nH]cn1.CC
* molar mass: 112.2 g/mol

Structure (XYZ):
```
20
C6H12N2, DFT wB97M-V/def2-TZVPD
C 0.51241 -0.71071 1.64129
H 0.25286 -0.71885 -1.59366
C -0.03040 1.47429 1.47020
N -1.15002 0.73823 1.59245
C -0.88830 -0.61352 1.71534
H -0.51243 1.77168 -3.10712
H 0.92905 0.11297 -3.02824
C -0.62721 1.17301 -2.18646
H -1.66860 -1.40303 1.72971
H 2.20479 -1.50028 2.57912
H -0.55873 -0.78212 -3.26846
C 0.03779 -0.16212 -2.53596
H -2.03757 1.15892 1.56347
H -1.63164 0.93462 -1.97167
H -0.31148 2.37132 1.17983
C 1.56898 -1.66043 1.72144
N 1.01531 0.57521 1.53618
H -0.22999 1.83327 -1.50062
H 1.24589 -2.71518 1.74020
H 1.87930 -1.87726 0.72296
```

Löwdin population analysis, charges in e, atoms 1 to 5: C -0.383; H 0.061; C -0.141; N 0.011; C -0.043

---

Version two
Entry from the OMol25 dataset: C6H12N2 as an isolated structure (wB97M-V/def2-TZVPD).

Calculated values
* HOMO: -6.556 eV
* total charge: 0
* gap between HOMO and LUMO: 7.3 eV
* molar mass: 112.2 g/mol

Structure (XYZ):
```
20
C6H12N2, DFT wB97M-V/def2-TZVPD
H -0.03973 1.52368 -1.75969
H 0.89929 -2.34778 -0.64593
C 0.37715 0.32838 0.65445
C -0.87618 0.86790 -1.52008
H 0.21831 2.47530 0.63420
C 1.35166 -0.67064 0.60193
H 1.43917 1.83056 1.72903
H -2.49839 -0.53711 0.27296
H -1.97152 -1.61051 -1.02941
C 0.43559 1.65589 1.33087
H 1.45959 -1.01198 -1.45977
H -1.72203 1.49257 -1.21341
H -1.18955 0.32994 -2.41681
N 2.43179 -1.10123 1.15358
H -1.33854 -1.81214 0.63133
H 2.56859 -0.67167 2.06566
N 0.89874 -1.32424 -0.67200
C -1.64074 -1.08993 -0.12609
C -0.53614 -0.08824 -0.39809
H -0.26706 1.76123 2.16727
```

Löwdin population analysis, charges in e, atoms 1 to 5: H 0.086; H 0.125; C -0.264; C -0.039; H 0.068

---

Version three
Entry from the OMol25 dataset: one molecule with the formula C6H12N2 (wB97M-V/def2-TZVPD).

Calculated values
* HOMO: -8.194 eV
* total charge: 0
* gap between HOMO and LUMO: 9.3 eV
* structure (SMILES): C[C@H]1[C@H]2NC[C@@H](N)[C@H]12
* molar mass: 112.2 g/mol

Structure (XYZ):
```
20
C6H12N2, DFT wB97M-V/def2-TZVPD
H 0.41681 1.46706 1.33735
H 1.81905 -0.06498 1.52600
H 3.04355 0.24313 -1.07544
C 2.62049 -0.51702 -0.43872
H -2.47184 0.82237 -0.98084
H -1.78719 -2.56611 0.18438
H -0.62087 2.63148 -0.31361
H -1.71656 -1.55282 -1.24991
C -1.29249 -0.44239 0.49028
H 0.11739 -0.40092 -0.93813
C 0.19474 -0.37270 0.16632
C -1.75489 0.96325 -0.10750
C 0.42987 1.03511 0.32337
H -2.19006 1.47224 0.71357
H -1.48931 -0.47735 1.54238
H 2.14653 -1.31280 -0.97945
C 1.58232 -0.05632 0.46393
N -0.52028 1.64959 -0.58127
N -2.01693 -1.59949 -0.22251
H 3.48967 -0.92133 0.13981
```

Löwdin population analysis, charges in e, atoms 1 to 5: H 0.138; H 0.132; H 0.083; C -0.071; H 0.127

---

What is the most stable structure shown above? It is version one.